C26H23HgO as an isolated structure at a distorted geometry. Source: the Open Molecules 2025 dataset; level of theory: ωB97M-V/def2-TZVPD.

Atoms and positions in Å:
Hg1 0.322 0.027 -0.932
O1 -0.289 0.021 -2.868
C1 0.191 -0.109 3.958
C2 -0.966 2.647 0.657
C3 0.382 -0.071 2.712
C4 1.094 -0.581 7.538
C5 0.079 -0.121 5.371
C6 0.033 0.068 8.191
C7 0.421 -1.414 1.914
C8 -0.285 -1.167 -4.716
C9 0.348 1.137 -8.171
C10 1.174 -1.502 0.583
C11 0.253 2.458 -0.064
C12 -0.932 -1.952 1.505
C13 1.029 1.451 0.599
C14 -1.024 0.487 6.042
C15 0.441 1.303 2.011
C16 -1.213 -0.681 -3.591
C17 -0.836 -2.619 0.293
C18 0.091 -0.299 -5.738
C19 1.130 -0.701 6.175
C20 -1.039 0.587 7.420
C21 0.676 -0.878 -6.898
C22 -0.310 1.101 -5.838
C23 0.776 -0.199 -8.093
C24 -0.915 1.943 1.840
C25 0.476 -2.406 -0.232
C26 -0.183 1.783 -7.047
H1 1.912 -0.996 8.137
H2 0.437 1.681 -9.102
H3 2.105 1.449 0.577
H4 -1.995 -0.081 -4.032
H5 -0.496 2.828 -7.079
H6 0.992 -1.926 -6.768
H7 -1.649 -1.532 -3.075
H8 -1.842 0.888 5.433
H9 0.516 2.964 -0.992
H10 2.278 -1.354 0.620
H11 0.900 -2.931 -1.132
H12 -1.866 1.070 7.924
H13 -1.788 3.271 0.303
H14 1.954 -1.203 5.651
H15 1.199 -0.698 -8.962
H16 -1.691 1.858 2.602
H17 0.984 1.942 2.751
H18 -0.715 1.577 -4.942
H19 -1.791 -1.885 2.173
H20 0.022 0.170 9.266
H21 0.377 -2.019 -4.434
H22 0.835 -2.163 2.647
H23 -1.605 -3.222 -0.187

The total charge is -1. The value obtained for the highest occupied orbital energy (spin up / spin down) is -1.9 / -1.9 eV. As for the energy above the lowest of the compared OMol25 structures with the same formula, charge and spin: 0.0 kJ/mol. For the molar mass, the calculation gives 552.1 g mol⁻¹. The value obtained for the HOMO-LUMO gap (spin up / spin down) is 4.26 / 3.69 eV.

Here are the natural (NBO) charges for atoms 1 to 6, given in e: number 1, Hg, carries 1.374; number 2, O, carries -0.956; number 3, C, carries -0.178; number 4, C, carries -0.297; number 5, C, carries -0.090; number 6, C, carries -0.187